Record 1
A structure of composition CH7ClN2Si2, computed with wB97M-V/def2-TZVPD.

Summary:
Electronic energy: -32406.534 eV
E_LUMO: -0.738 eV
Charge: 0
Relative energy (zero: lowest compared OMol25 entry of this formula, charge and spin): 44.28 kcal per mole

Each line ends with the natural charge from an NBO analysis.
Positions of all 13 atoms, in Å:
C (0.87729, -1.64420, 0.57197)  -1.137
N (1.20780, 1.17308, -0.30680)  -1.455
N (-1.19096, 0.16939, -0.41419)  -1.294
Si (-1.24275, 1.69953, 0.28025)  1.573
Si (0.60983, -0.32204, -0.73126)  1.738
Cl (-2.59961, -0.97392, -0.41248)  0.071
H (0.20456, -2.41265, 0.54085)  0.233
H (1.89774, -2.07264, 0.70166)  0.245
H (0.78079, -1.30498, 1.56430)  0.243
H (1.74194, 1.84718, -0.82940)  0.390
H (-1.78943, 1.83513, 1.57943)  -0.200
H (-0.98168, 2.88314, -0.53333)  -0.173
H (0.48447, -0.87702, -2.01101)  -0.233


Record 2
A cluster of 2 separate species, CH7ClSi2 in total, computed with wB97M-V/def2-TZVPD.

Summary:
Electronic energy: -29424.980 eV
E_LUMO (alpha / beta): -0.735 / -0.735 eV
Charge: 0
Relative energy (zero: lowest compared OMol25 entry of this formula, charge and spin): 77.07 kcal per mole

Each line ends with the natural charge from an NBO analysis.
Positions of all 11 atoms, in Å:
C (-0.08107, -0.39313, 2.06729)  -1.155
Si (-0.76093, 0.35274, -1.77595)  0.394
Si (0.27274, -0.35659, 0.19568)  1.025
Cl (1.99016, -1.46284, 0.00083)  -0.374
H (0.53798, 0.39239, 2.53348)  0.271
H (-1.05464, 0.09644, 2.14845)  0.243
H (0.12959, -1.20028, 2.73457)  0.272
H (-2.19018, -0.08593, -2.10520)  -0.154
H (0.14938, -0.63383, -2.61860)  -0.096
H (-0.44519, 1.71614, -2.17610)  -0.101
H (1.45216, 1.57490, -1.00445)  -0.325


Record 3
A cluster of 2 separate species, CH7IN3 in total, computed with wB97M-V/def2-TZVPD.

Summary:
Electronic energy: -13711.417 eV
E_LUMO: -3.786 eV
Charge: +1
Relative energy (zero: lowest compared OMol25 entry of this formula, charge and spin): 107.09 kcal per mole

Each line ends with the natural charge from an NBO analysis.
Positions of all 12 atoms, in Å:
C (0.11433, 0.23176, 0.84066)  -0.054
N (0.18476, -0.56764, -1.32054)  -0.558
N (0.70937, 0.38141, -0.43499)  -0.465
N (-1.26886, 0.51790, 0.65775)  -0.890
I (0.66417, -1.58943, 1.73271)  0.184
H (0.99491, 1.26782, 1.63567)  0.222
H (0.26344, -1.61773, -1.17422)  0.430
H (0.51659, -0.41244, -2.27356)  0.449
H (1.76724, 0.02574, -0.24188)  0.403
H (-1.25058, 1.52020, 0.32755)  0.395
H (-0.86739, -0.42385, -1.24133)  0.467
H (-1.82797, 0.66627, 1.49217)  0.418


Record 4
A cluster of 2 separate species, CH7IN3 in total, computed with wB97M-V/def2-TZVPD.

Summary:
Electronic energy: -13712.574 eV
E_LUMO: -4.641 eV
Charge: +1
Relative energy (zero: lowest compared OMol25 entry of this formula, charge and spin): 80.41 kcal per mole

Each line ends with the natural charge from an NBO analysis.
Positions of all 12 atoms, in Å:
C (1.16518, 0.97425, 0.45055)  -0.048
N (-0.70739, 0.11322, -1.61709)  -1.094
N (0.16813, 0.52647, 1.12540)  -0.271
N (0.17207, -0.61886, 1.84973)  -0.622
I (2.77085, -0.24560, -0.03242)  0.358
H (1.20936, 2.07060, 0.18948)  0.274
H (-1.27495, 0.62141, -0.94903)  0.350
H (-0.18404, 0.72185, -2.19943)  0.366
H (-0.63356, 1.04490, 1.50457)  0.449
H (-1.21906, -0.40493, -2.28515)  0.385
H (-0.72258, -0.92813, 2.28196)  0.426
H (0.86054, -1.40569, 1.48781)  0.428


Record 5
The ion CH7N2 with charge +1, computed with wB97M-V/def2-TZVPD.

Summary:
Electronic energy: -4122.916 eV
E_LUMO: -3.857 eV
Charge: +1
Relative energy (zero: lowest compared OMol25 entry of this formula, charge and spin): 22.98 kcal per mole

Each line ends with the natural charge from an NBO analysis.
Positions of all 10 atoms, in Å:
N (0.06549, 0.23193, 1.27109)  -0.827
C (0.04795, 0.55815, -0.22412)  -0.091
N (-0.14572, -0.81337, -0.77900)  -0.757
H (-0.65752, 0.81520, 1.53597)  0.387
H (0.97619, 0.48882, 1.64645)  0.403
H (1.01326, 0.87226, -0.46162)  0.220
H (-0.74568, 1.38841, -0.46117)  0.252
H (-0.30390, -1.26999, 0.23084)  0.498
H (-0.93842, -1.02327, -1.40038)  0.451
H (0.68835, -1.24813, -1.35806)  0.465


Record 6
A structure of composition CH7N2, computed with wB97M-V/def2-TZVPD.

Summary:
Electronic energy: -4122.980 eV
E_LUMO: -4.074 eV
Charge: +1
Relative energy (zero: lowest compared OMol25 entry of this formula, charge and spin): 21.51 kcal per mole

Each line ends with the natural charge from an NBO analysis.
Positions of all 10 atoms, in Å:
N (-0.56389, 0.97722, -1.31554)  -0.987
H (-1.61891, 0.93973, -1.45017)  0.449
H (-0.06658, 1.86337, -1.00525)  0.441
H (-0.06336, 0.18522, -0.44594)  0.445
H (-0.22662, 0.63283, -2.18224)  0.419
C (0.28889, -1.28087, 1.43968)  0.097
N (0.56644, -0.19883, 0.77168)  -0.678
H (-0.56093, -1.77648, 1.03198)  0.188
H (0.74007, -1.71188, 2.31810)  0.217
H (1.50491, 0.36970, 0.83769)  0.410


Record 7
A cluster of 2 separate species, CH7N2O in total, computed with wB97M-V/def2-TZVPD.

Summary:
Electronic energy: -6171.053 eV
E_LUMO: -3.606 eV
Charge: +1
Relative energy (zero: lowest compared OMol25 entry of this formula, charge and spin): 33.50 kcal per mole

Each line ends with the natural charge from an NBO analysis.
Positions of all 11 atoms, in Å:
C (-1.56691, -0.37716, 0.15385)  0.566
N (2.20853, -0.14112, 0.08838)  -1.046
N (-0.51605, 0.34303, -0.10834)  -0.731
O (-2.77994, -0.09776, 0.04362)  -0.583
H (-1.50409, -1.38778, 0.41969)  0.204
H (2.22166, 0.45322, -0.67651)  0.382
H (2.64633, -0.95724, -0.22063)  0.391
H (2.72363, 0.08411, 0.89730)  0.405
H (-0.81974, 1.33204, -0.43034)  0.414
H (0.57234, 0.03439, -0.05795)  0.468
H (-3.18577, 0.71427, -0.10908)  0.531


Record 8
A cluster of 2 separate species, CH7N2O2PS in total, computed with wB97M-V/def2-TZVPD.

Summary:
Electronic energy: -28345.582 eV
E_LUMO: 0.352 eV
Charge: 0
Relative energy (zero: lowest compared OMol25 entry of this formula, charge and spin): 35.00 kcal per mole

Each line ends with the natural charge from an NBO analysis.
Positions of all 14 atoms, in Å:
C (-2.01651, -0.01619, 0.43321)  -0.805
N (1.82550, -1.39010, -0.45285)  -0.603
N (1.87768, -0.31743, -1.26878)  -0.664
O (-0.60658, 0.14842, 2.75653)  -0.943
O (0.19135, 1.27915, 0.65153)  -0.906
P (0.71608, 0.55070, -1.80220)  0.624
S (-0.35824, -0.10876, 1.37063)  1.511
H (-2.86722, -0.41873, 0.79517)  0.224
H (-2.10337, 1.06283, 0.35512)  0.229
H (-1.82105, -0.39397, -0.47323)  0.212
H (0.80889, -1.73033, -0.45527)  0.303
H (2.43866, -2.09887, -0.88690)  0.368
H (0.26350, 1.91279, 1.30398)  0.496
H (1.65131, 1.52049, -2.32695)  -0.047


Record 9
The molecule CH7N3O3, computed with wB97M-V/def2-TZVPD.

Summary:
Electronic energy: -11757.230 eV
E_LUMO: 0.913 eV
Charge: 0
Relative energy (zero: lowest compared OMol25 entry of this formula, charge and spin): 121.72 kcal per mole

Each line ends with the natural charge from an NBO analysis.
Positions of all 14 atoms, in Å:
N (1.65352, -0.29361, 1.36346)  -0.502
O (1.35436, 0.06467, 0.08541)  -0.411
C (0.04902, 0.11684, -0.43362)  0.597
O (-0.81894, 0.71481, 0.43968)  -0.427
N (-0.63458, 2.17075, 0.63860)  -0.541
O (-0.49889, -1.19523, -0.52444)  -0.393
N (-0.61206, -1.55783, -1.86335)  -0.548
H (1.62375, -1.40051, 1.61872)  0.325
H (0.92317, 0.08268, 1.93310)  0.323
H (0.13824, 0.64600, -1.35075)  0.175
H (-1.55219, 2.64116, 0.97098)  0.369
H (0.06972, 2.23766, 1.36756)  0.345
H (-0.10995, -2.44658, -2.12259)  0.345
H (-1.58516, -1.78080, -2.12276)  0.342


Record 10
The molecule CH7N5, computed with wB97M-V/def2-TZVPD.

Summary:
Electronic energy: -8598.997 eV
E_LUMO: 1.033 eV
Charge: 0
Relative energy (zero: lowest compared OMol25 entry of this formula, charge and spin): 11.09 kcal per mole

Each line ends with the natural charge from an NBO analysis.
Positions of all 13 atoms, in Å:
N (-0.42651, -1.61188, 1.24425)  -0.708
N (0.23954, -1.38280, 0.06949)  -0.423
C (0.07493, -0.17271, -0.40865)  0.542
N (0.68668, 0.17338, -1.58413)  -0.828
N (-0.84345, 0.74773, 0.05441)  -0.496
N (-0.06159, 1.96846, 0.27697)  -0.678
H (-0.78701, -2.56994, 1.22066)  0.357
H (0.26047, -1.64505, 2.00329)  0.345
H (1.07986, -0.65271, -2.02213)  0.398
H (0.04054, 0.64801, -2.20292)  0.382
H (-1.27306, 0.37155, 0.90547)  0.401
H (0.61937, 1.85022, 1.03007)  0.341
H (0.39022, 2.27572, -0.58679)  0.367


> The lowest electronic energy belongs to which entry?

CH7ClN2Si2


> The lowest relative energy (zero: lowest compared OMol25 entry of this formula, charge and spin) belongs to which entry?

CH7N5